The following is a DFT calculation (the ωB97M-V functional and the def2-TZVPD basis) of a single C4H7NO molecule.

Values from the calculation:
**ΔE to the lowest compared entry with this formula, charge and spin**: 1.0193 eV
**Orbital gap**: 10.65 eV
**SMILES string**: C[C@H]1CN=CO1

```
13
Properties=species:S:1:pos:R:3:forces:R:3
C -0.770 1.304 -0.446 0.030 0.037 0.042
C 0.019 0.019 -0.677 0.151 0.164 -0.019
C 1.228 -0.207 0.258 0.116 0.165 -0.147
N 0.709 -1.056 1.334 -0.366 -0.158 -0.130
C -0.389 -1.505 0.893 0.151 -0.034 0.204
O -0.835 -1.105 -0.325 -0.004 -0.073 0.111
H -1.479 1.497 -1.259 0.128 -0.124 0.130
H -1.344 1.225 0.483 0.160 0.040 -0.062
H -0.101 2.167 -0.367 -0.044 -0.124 -0.058
H 0.293 -0.086 -1.730 -0.085 -0.059 0.172
H 2.030 -0.757 -0.253 -0.101 0.140 0.063
H 1.662 0.713 0.662 -0.176 -0.068 -0.112
H -1.023 -2.207 1.427 0.041 0.093 -0.193
```
Positions in Å, forces in eV/Å.